Entry 1:
Below is a structure of composition C42H31IrN7O5PSSe, with properties calculated with ωB97M-V/def2-TZVPD.

Properties
Total charge   +1
LUMO level (alpha / beta)   -4.38 / -4.38 eV
Energy relative to the best compared isomer or geometry (same formula, charge and spin)   41.5 kcal per mole
Expectation value of S²   0.790
HOMO level (alpha / beta)   -9.8914 / -10.9702 eV
2S+1   2

XYZ file:
```
89
C42H31IrN7O5PSSe, DFT ωB97M-V/def2-TZVPD
Ir -0.3409 0.9515 -1.4664
Se -2.7082 7.9202 0.4694
N -1.1044 7.1603 0.3652
C -1.2837 5.9541 -0.1044
C -0.1899 5.0239 -0.3592
C 1.1526 5.3408 -0.1575
C 2.1017 4.3836 -0.4351
C 1.7065 3.1346 -0.9018
N 0.4296 2.8250 -1.1072
C -0.5110 3.7559 -0.8294
C -1.8859 3.3688 -1.0802
N -2.0577 2.1123 -1.5389
C -3.2787 1.7141 -1.8881
C -4.3876 2.5390 -1.7395
C -4.2312 3.8058 -1.2189
C -2.9477 4.2456 -0.8934
C -2.6472 5.5725 -0.3707
N -3.5589 6.4727 -0.1157
H 1.4188 6.3229 0.2088
H 3.1556 4.5772 -0.2966
H 2.4219 2.3623 -1.1410
H -3.3807 0.7166 -2.2938
H -5.3589 2.1642 -2.0273
H -5.0726 4.4698 -1.0740
O -3.3223 -1.7379 -2.2747
S -2.3952 -1.5098 -1.2075
O -2.8376 -0.7227 -0.0961
O -1.0820 -0.9352 -1.7943
C -1.7368 -3.0330 -0.6559
C -2.6142 -4.0271 -0.2578
C -2.1081 -5.2578 0.1283
C -0.7411 -5.4807 0.0758
C 0.1236 -4.4771 -0.3320
C -0.3675 -3.2198 -0.6784
P 0.7976 -2.0144 -1.3986
C 2.3918 -2.3028 -0.6275
C 3.3700 -1.4232 -1.3356
C 4.5754 -1.0920 -0.5308
C 4.8216 -1.7049 0.6503
C 3.8978 -2.6121 1.2084
C 2.6677 -2.8500 0.5916
C 0.9598 -2.6352 -3.0838
C 1.8004 -3.7261 -3.3126
C 1.9461 -4.2436 -4.5892
C 1.2545 -3.6744 -5.6491
C 0.4213 -2.5867 -5.4286
C 0.2723 -2.0661 -4.1531
H -3.6797 -3.8398 -0.2663
H -2.7786 -6.0438 0.4461
H -0.3392 -6.4485 0.3438
H 1.1805 -4.6959 -0.3991
H 3.7149 -1.8974 -2.2749
H 5.2916 -0.3955 -0.9474
H 5.7355 -1.4823 1.1839
H 4.1104 -3.0759 2.1630
H 1.9152 -3.4114 1.1271
H 2.3546 -4.1711 -2.4926
H 2.6033 -5.0862 -4.7563
H 1.3679 -4.0769 -6.6467
H -0.1183 -2.1414 -6.2532
H -0.3927 -1.2280 -3.9954
N 1.2072 -0.3409 -1.5250
C 2.5315 -0.2057 -1.7639
N 2.9811 0.8588 -2.3377
C 4.2784 0.9684 -2.6127
N 5.3863 1.1334 -2.8987
C -1.2190 1.0044 6.9769
C -0.9793 0.7806 5.5106
C 0.1222 0.0694 5.0605
C 0.3362 -0.1752 3.7082
C 1.5588 -0.9593 3.3170
C -0.5763 0.3346 2.7755
C -1.6813 1.0879 3.2028
C -2.6908 1.6954 2.2606
C -1.8664 1.2791 4.5656
C -0.3579 0.0581 1.3208
O 0.0506 -1.0263 0.8919
O -0.5941 1.0709 0.5778
H -0.3650 0.6853 7.5725
H -2.0927 0.4432 7.3136
H -1.4087 2.0576 7.1868
H 0.8377 -0.3119 5.7809
H 2.2485 -1.0090 4.1602
H 2.0794 -0.5138 2.4676
H 1.2890 -1.9767 3.0279
H -2.2855 2.5975 1.7947
H -3.5851 1.9756 2.8172
H -2.9743 1.0117 1.4636
H -2.7326 1.8399 4.8999
```

=====

Entry 2:
Below is a structure of composition C42H32AlOP2S2, with properties calculated with ωB97M-V/def2-TZVPD.

Properties
Total charge   +1
LUMO level   -2.72 eV
Energy relative to the best compared isomer or geometry (same formula, charge and spin)   57.2 kcal per mole
HOMO level   -10.2227 eV

XYZ file:
```
80
C42H32AlOP2S2, DFT ωB97M-V/def2-TZVPD
Al -0.0611 -0.0937 -0.0420
O 2.6549 2.6562 0.1489
C 3.9212 2.1671 0.3275
C 5.0978 2.8564 0.5889
C 6.2897 2.1606 0.7287
C 6.3341 0.7820 0.6370
C 5.1607 0.0847 0.4230
C 3.9670 0.7690 0.2575
P 2.4245 -0.1843 0.0258
C 2.7346 -0.9943 -1.5671
C 1.9776 -0.4814 -2.6189
C 2.1828 -0.9157 -3.9129
C 3.1338 -1.8940 -4.1591
C 3.8641 -2.4349 -3.1134
C 3.6805 -1.9810 -1.8192
C 2.5946 -1.3115 1.4346
C 2.4487 -0.6511 2.6549
C 2.4390 -1.3620 3.8365
C 2.5648 -2.7419 3.7997
C 2.7050 -3.4009 2.5887
C 2.7185 -2.6915 1.4004
C 2.1687 3.9395 0.1196
C 2.8416 5.1534 0.1063
C 2.1221 6.3387 0.0538
C 0.7386 6.3477 0.0027
C 0.0603 5.1438 -0.0026
C 0.7721 3.9574 0.0559
P -0.1616 2.3908 -0.0057
C -0.9630 2.6620 -1.6135
C -2.3109 2.6344 -1.9374
C -2.6933 2.7437 -3.2644
C -1.7443 2.8624 -4.2651
C -0.3945 2.8805 -3.9480
C -0.0079 2.7796 -2.6283
C -1.1252 2.6292 1.5172
C -0.3061 2.4444 2.6338
C -0.8198 2.5527 3.9089
C -2.1689 2.8274 4.0743
C -2.9854 3.0035 2.9704
C -2.4705 2.9128 1.6872
H 5.1180 3.9234 0.7120
H 7.1958 2.7138 0.9214
H 7.2666 0.2516 0.7509
H 5.1643 -0.9931 0.3942
H 1.2236 0.2793 -2.3998
H 1.6073 -0.4954 -4.7232
H 3.2992 -2.2427 -5.1658
H 4.5859 -3.2140 -3.3064
H 4.2672 -2.4043 -1.0196
H 2.3475 0.4288 2.6535
H 2.3325 -0.8450 4.7783
H 2.5592 -3.3049 4.7189
H 2.7914 -4.4766 2.5683
H 2.7850 -3.2151 0.4594
H 3.9147 5.2179 0.1140
H 2.6611 7.2726 0.0467
H 0.1964 7.2789 -0.0441
H -1.0178 5.1124 -0.0582
H -3.0595 2.5072 -1.1738
H -3.7423 2.7271 -3.5171
H -2.0542 2.9495 -5.2940
H 0.3521 2.9734 -4.7224
H 1.0431 2.7962 -2.3611
H 0.7464 2.2297 2.4755
H -0.1767 2.4232 4.7660
H -2.5809 2.9100 5.0670
H -4.0360 3.2092 3.1064
H -3.1199 3.0479 0.8386
S -2.2924 0.0368 0.0370
C -2.6804 -1.6938 -0.0150
C -4.0190 -2.0612 0.0067
C -4.3857 -3.3929 0.0039
C -3.4104 -4.3771 -0.0002
C -2.0763 -4.0222 -0.0342
C -1.6971 -2.6871 -0.0616
S 0.0363 -2.3234 -0.1681
H -4.7702 -1.2877 0.0246
H -5.4300 -3.6619 0.0085
H -3.6878 -5.4188 0.0183
H -1.3089 -4.7795 -0.0418
```

=====

Entry 3:
Below is a structure of composition C42H32Br2N3O2OsP, with properties calculated with ωB97M-V/def2-TZVPD.

Properties
Total charge   +2
LUMO level   -6.68 eV
Energy relative to the best compared isomer or geometry (same formula, charge and spin)   0.0 kcal per mole
HOMO level   -13.4853 eV

XYZ file:
```
83
C42H32Br2N3O2OsP, DFT ωB97M-V/def2-TZVPD
Os 1.0164 0.2085 -0.1085
O 3.0330 -5.8425 -1.7560
C 2.4516 -4.7093 -1.3686
C 1.0812 -4.4525 -1.4855
C 0.5996 -3.2398 -1.0528
N 1.3867 -2.2891 -0.5236
C 2.6706 -2.5683 -0.4135
Br 3.6639 -1.1821 0.3956
C 3.2778 -3.7346 -0.8087
H 2.3979 -6.4757 -2.1141
H 0.4068 -5.1900 -1.8999
H -0.4578 -3.0135 -1.1102
H 4.3364 -3.9108 -0.6902
O 2.5275 2.0830 1.2853
C 1.3737 1.9193 0.9959
C 0.2256 2.7729 1.4054
C 0.3008 3.6683 2.4629
C -0.8308 4.3993 2.7959
C -2.0092 4.2467 2.0703
C -2.0751 3.3693 0.9948
C -0.9509 2.6249 0.6732
P -0.7089 1.5405 -0.7458
C -2.2469 0.7903 -1.2928
C -3.2670 1.5687 -1.8450
C -4.4603 0.9717 -2.2186
C -4.6378 -0.3964 -2.0566
C -3.6204 -1.1768 -1.5253
C -2.4261 -0.5835 -1.1442
C -0.2009 2.6493 -2.0912
C 0.6526 3.7197 -1.8170
C 1.1233 4.5183 -2.8476
C 0.7449 4.2601 -4.1576
C -0.1099 3.2024 -4.4378
C -0.5807 2.3979 -3.4110
H 1.2247 3.7719 3.0167
H -0.7998 5.0892 3.6281
H -2.8835 4.8220 2.3437
H -2.9918 3.2698 0.4282
H -3.1292 2.6337 -1.9890
H -5.2526 1.5738 -2.6423
H -5.5708 -0.8556 -2.3548
H -3.7577 -2.2446 -1.4121
H -1.6186 -1.1870 -0.7425
H 0.9382 3.9561 -0.7995
H 1.7744 5.3523 -2.6230
H 1.1019 4.8936 -4.9584
H -0.4240 3.0106 -5.4555
H -1.2614 1.5875 -3.6419
N 0.3715 -0.4818 1.4155
C 0.0897 -1.0237 2.5302
C 0.7150 -0.5164 3.7556
C 1.9891 0.0601 3.7105
C 2.5553 0.5531 4.8730
C 1.8549 0.4791 6.0717
C 0.5887 -0.0944 6.1134
C 0.0143 -0.5986 4.9603
C -0.8092 -2.2003 2.5565
C -2.0500 -2.1443 1.9269
C -2.8727 -3.2598 1.9324
C -2.4508 -4.4308 2.5509
C -1.2155 -4.4790 3.1852
C -0.3953 -3.3613 3.2030
H 2.5421 0.0944 2.7789
H 3.5458 0.9863 4.8457
H 2.3012 0.8617 6.9798
H 0.0483 -0.1514 7.0482
H -0.9737 -1.0397 4.9923
H -2.3933 -1.2118 1.4949
H -3.8529 -3.2087 1.4761
H -3.0949 -5.2997 2.5601
H -0.8943 -5.3855 3.6802
H 0.5640 -3.3925 3.7047
Br -0.0350 -1.0400 -5.7576
C 1.1522 -0.3672 -4.4774
C 2.3675 0.1899 -4.8387
C 3.1777 0.7087 -3.8420
C 2.7581 0.6354 -2.5285
N 1.5805 0.0909 -2.1909
C 0.7783 -0.3854 -3.1479
H 2.6679 0.2236 -5.8771
H 4.1321 1.1573 -4.0768
H 3.3793 1.0098 -1.7231
H -0.1732 -0.7978 -2.8410
```